Entry 1:
Density functional theory data (wB97M-V/def2-TZVPD) for a molecular structure, C38H50BBiN10O5Sb2 in a non-equilibrium geometry.

Geometry (Å):
Bi 0.0005 0.9959 -0.1636
C -2.5441 1.1399 2.9160
C -3.0932 0.5774 1.6464
C -4.2996 -0.1032 1.4176
C -4.3515 -0.2905 0.0521
N -3.2529 0.2552 -0.4966
N -2.4658 0.7541 0.4826
B -2.8443 0.5143 -1.9745
N -2.3060 2.0075 -2.0015
C -2.9247 3.0224 -2.6207
C -2.4119 4.2141 -2.1553
C -1.4488 3.8586 -1.2100
C -0.6651 4.7749 -0.3339
N -1.3843 2.5233 -1.1493
N -1.7559 -0.5278 -2.3331
C -1.4931 -1.1848 -3.4760
C -0.5113 -2.1211 -3.2248
C -0.1900 -1.9627 -1.8755
C 0.7776 -2.7310 -1.0392
N -0.9543 -1.0051 -1.3415
N -4.0242 0.4845 -2.9255
C -5.3416 0.7265 -2.6876
C -5.9810 0.8205 -3.8934
C -4.9620 0.6440 -4.8564
C -5.0943 0.6927 -6.3420
N -3.7989 0.4529 -4.2631
H -2.6503 0.4344 3.7405
H -3.0909 2.0460 3.1818
H -1.4942 1.3982 2.7924
H -5.0469 -0.3831 2.1407
H -5.0916 -0.7905 -0.5490
H -3.6977 2.8540 -3.3511
H -2.7032 5.2065 -2.4517
H -1.2745 5.6464 -0.1030
H 0.2410 5.1248 -0.8324
H -0.3931 4.2890 0.6005
H -2.0350 -0.9472 -4.3713
H -0.0849 -2.8253 -3.9187
H 0.7110 -3.7935 -1.2737
H 0.5463 -2.5712 0.0137
H 1.8055 -2.4071 -1.2077
H -5.7259 0.8527 -1.6903
H -7.0324 0.9698 -4.0706
H -6.1186 0.4700 -6.6332
H -4.4186 -0.0221 -6.8086
H -4.8389 1.6855 -6.7150
O 2.0289 2.2318 -3.8189
C 1.5729 2.0758 -2.6993
O 0.7078 1.1940 -2.3367
C 2.0793 2.9865 -1.5862
C 2.9583 4.0327 -1.8167
C 3.3876 4.7872 -0.7326
C 2.9435 4.4676 0.5449
C 2.0632 3.4101 0.6901
N 1.6510 2.7082 -0.3617
C 1.5546 2.9290 2.0380
O 2.0429 3.3763 3.0551
O 0.6476 1.9962 1.9606
H 3.2753 4.2294 -2.8310
H 4.0739 5.6103 -0.8808
H 3.2593 5.0128 1.4231
C -2.3267 -3.2865 3.8818
Sb -1.1625 -2.7075 2.1464
C -2.1509 -4.1353 0.8649
C 0.4381 -4.2031 2.6347
C 1.2412 -3.8083 3.8052
C 0.8384 -4.2503 5.0702
C 1.5498 -3.9438 6.2117
C 2.7137 -3.1711 6.1279
C 3.1331 -2.7173 4.9070
C 2.4300 -3.0166 3.7168
C 2.9575 -2.5220 2.4774
Sb 2.0665 -0.3602 2.0683
C 3.9637 0.6745 2.2050
C 1.5622 0.0492 4.1281
H -2.3907 -4.3727 3.9223
H -3.3306 -2.8738 3.7933
H -1.8585 -2.9088 4.7892
H -1.9460 -5.1460 1.2131
H -1.8107 -4.0154 -0.1616
H -3.2207 -3.9421 0.9068
H 1.0256 -4.3219 1.7269
H -0.1243 -5.1125 2.8333
H -0.0419 -4.8766 5.1412
H 1.2145 -4.3121 7.1721
H 3.2793 -2.9418 7.0205
H 4.0395 -2.1272 4.8329
H 2.7213 -3.0815 1.5792
H 4.0035 -2.2270 2.5199
H 4.2410 0.8032 3.2492
H 3.8741 1.6546 1.7424
H 4.7167 0.1008 1.6675
H 2.3322 -0.3661 4.7715
H 0.5978 -0.3819 4.3946
H 1.5314 1.1295 4.2444
C 5.1796 0.5886 -3.4891
N 4.1172 -0.0216 -2.7125
C 3.1478 -0.7765 -3.4849
C 3.9855 0.1879 -1.4122
O 3.0902 -0.2365 -0.6672
H 5.7082 -0.1812 -4.0524
H 5.8845 1.1041 -2.8391
H 4.7434 1.3044 -4.1879
H 2.8363 -0.1846 -4.3449
H 2.2741 -0.9727 -2.8806
H 3.5916 -1.7150 -3.8267
H 4.8019 0.8024 -0.9993

Cartesian forces (eV/Å) of the 3 atoms listed first:
-0.3 -0.2 -0.7
0.0 -0.2 -0.1
0.0 -0.1 -0.3

Output
DFT total energy ... -3121.66829 Ha
E_LUMO (alpha / beta) ... -2.676 / -5.663 eV
Expectation value of S² ... 0.78
Spin multiplicity ... 2
Charge ... +1
ΔE to the lowest compared entry with this formula, charge and spin ... 0.665 eV
Gap between HOMO and LUMO (alpha / beta) ... 0.2945 / 0.1851 hartree



Entry 2:
Density functional theory data (wB97M-V/def2-TZVPD) for 2 unconnected molecules or ions with the total composition C5H9N2 in a non-equilibrium geometry.

Geometry (Å):
C 2.2205 -1.4379 0.3248
C 1.4631 -0.5207 2.3075
C -1.2290 1.4024 -1.4539
C -1.8958 0.1253 -1.2737
C 1.2433 -0.4613 0.8207
N 1.3416 -1.6991 1.4574
N -1.2662 0.7434 -0.1984
H 1.9136 -2.0428 -0.6405
H 3.1884 -1.2703 0.5446
H 2.4238 -0.1325 2.5768
H 0.4516 -0.3449 2.8883
H -0.3002 1.3575 -2.0174
H -1.7224 2.3801 -1.5758
H -2.9298 0.2619 -1.1999
H -1.4882 -0.9748 -1.4772
H -1.6546 1.1789 0.6392

Cartesian forces (eV/Å) of the 3 atoms listed first:
-3.7 -2.2 -3.9
-3.8 1.3 0.2
1.6 1.3 -1.5

Output
DFT total energy ... -304.88108 Ha
E_LUMO (alpha / beta) ... -7.052 / -7.076 eV
Spin multiplicity ... 1
Charge ... +1
ΔE to the lowest compared entry with this formula, charge and spin ... 9.496 eV
Gap between HOMO and LUMO (alpha / beta) ... 0.2355 / 0.2331 hartree



Entry 3:
Density functional theory data (wB97M-V/def2-TZVPD) for a molecular structure, C29H41F5OP2Tc in a non-equilibrium geometry.

Geometry (Å):
Tc -0.7406 0.0098 1.1202
C -0.6923 2.4152 2.9918
C -1.5622 1.8693 1.9385
C -1.4701 0.4050 3.7888
C -0.6438 1.5098 4.0529
C -2.1461 0.6130 2.5159
C -0.1323 3.7852 3.0600
H -0.1426 4.2893 2.0854
H 0.9083 3.7486 3.4232
H -0.6985 4.4164 3.7698
C 0.0076 1.7521 5.3673
H 0.6833 2.6139 5.3268
H 0.5856 0.8717 5.6824
H -0.7487 1.9504 6.1471
C -1.8253 -0.6316 4.7649
H -2.3065 -0.1488 5.6250
H -0.9361 -1.1629 5.1275
H -2.5125 -1.3661 4.3360
C -3.4556 0.0246 2.1505
H -4.1936 0.3885 2.8697
H -3.4259 -1.0745 2.1907
H -3.7492 0.3144 1.1337
C -2.3639 2.8244 1.1146
H -3.1194 3.2875 1.7745
H -2.8783 2.3283 0.2842
H -1.7342 3.6240 0.7012
C 1.8058 0.9674 -0.1889
C 1.1039 2.1293 -0.3353
C 0.0663 2.4488 -1.3742
C -0.9525 1.4277 -1.8409
C -1.3827 0.3399 -0.8967
C -0.7040 -0.9206 -0.7174
C 0.6930 -1.3123 -1.1183
C 1.8050 -0.2503 -1.0554
H 0.6539 2.7492 -2.2452
H -0.6240 0.9080 -2.7869
H -0.4877 3.3257 -1.0096
H 2.0160 0.1920 -2.0685
H 2.5409 0.9128 0.6166
H 1.2063 2.8467 0.4855
H 2.7101 -0.8285 -0.7699
H 0.9705 -2.1776 -0.4830
H -1.3922 -1.7814 -0.8190
H 0.5918 -1.7416 -2.1452
H -1.8801 1.9509 -2.1484
H -2.4463 0.1065 -1.0815
P 0.9935 0.0115 -3.8786
C 2.7884 -0.0984 -4.3470
C 0.4906 0.9987 -5.3468
P -1.1421 -1.9887 -3.9168
C 0.5426 -1.6363 -4.5486
C -1.9705 -1.5516 -5.5474
C -1.0432 -3.7351 -4.6077
H 3.2861 -0.9359 -3.8364
H 3.2986 0.8434 -4.0905
H 2.8446 -0.2616 -5.4305
H 1.0299 0.6075 -6.2218
H 0.7969 2.0400 -5.1906
H -0.5873 0.9667 -5.5430
H -0.7527 -3.7154 -5.6662
H -2.0199 -4.2188 -4.5091
H -0.2919 -4.3198 -4.0762
H 1.2615 -2.3842 -4.2157
H 0.5857 -1.5796 -5.6441
H -2.9655 -2.0044 -5.5540
H -1.4194 -1.9661 -6.4008
H -2.0885 -0.4886 -5.7366
F 4.5053 -3.0901 5.0092
C 3.4660 -2.5562 4.3464
C 3.4292 -1.1791 4.1062
F 4.4270 -0.3710 4.5559
C 2.3945 -0.6593 3.3652
F 2.3435 0.6785 3.1075
C 1.4215 -1.5167 2.7751
O 0.5718 -1.1166 1.8657
C 1.4193 -2.8862 3.1385
F 0.4143 -3.6685 2.6862
C 2.4531 -3.4220 3.8784
F 2.5152 -4.7461 4.1135

Cartesian forces (eV/Å) of the 3 atoms listed first:
2.1 0.9 0.8
-0.8 -0.5 -0.7
-1.2 -0.5 0.4

Output
DFT total energy ... -2466.86900 Ha
E_LUMO (alpha / beta) ... -7.585 / -9.237 eV
Expectation value of S² ... 3.88
Spin multiplicity ... 4
Charge ... +2
ΔE to the lowest compared entry with this formula, charge and spin ... 4.005 eV
Gap between HOMO and LUMO (alpha / beta) ... 0.2123 / 0.1501 hartree



Entry 4:
Density functional theory data (wB97M-V/def2-TZVPD) for a molecular structure, C21H28N10O2SbSeTa.

Geometry (Å):
Ta 0.0501 -0.2652 0.5864
N -0.1210 2.7001 -0.4671
C -1.3429 2.4115 -0.0008
N -2.2614 3.3299 0.0528
C -3.4870 2.9050 0.4402
N -4.4277 3.7687 0.6844
N -3.8101 1.5625 0.5265
C -2.8402 0.7336 0.4298
N -1.5020 1.0885 0.3265
C -3.0394 -0.7087 0.2346
C -4.2916 -1.2727 0.1380
C -4.3890 -2.5971 -0.2907
C -3.2251 -3.2717 -0.6202
C -2.0026 -2.6414 -0.4514
N -1.8794 -1.3778 -0.0102
H -0.7738 4.2803 -1.3003
H 0.5934 1.4405 -1.8344
H -4.2504 4.7632 0.6030
H -5.3638 3.4550 0.9110
H -5.1695 -0.6772 0.3486
H -5.3565 -3.0709 -0.3985
H -3.2559 -4.2793 -1.0123
H -1.0918 -3.1618 -0.7133
C 4.0519 1.7236 0.9592
C 2.6844 1.4317 0.4360
N 1.9133 0.3502 0.9700
O 2.6193 -0.4384 1.8653
C 2.1118 2.0470 -0.6000
C 2.7595 3.0346 -1.5133
N 0.7180 1.6138 -0.8251
O 0.0984 3.8540 -1.1763
H 4.1123 1.6416 2.0465
H 4.3142 2.7534 0.7214
H 4.8148 1.0873 0.5011
H 3.5658 -0.2114 1.8091
H 3.7340 2.6577 -1.8258
H 2.9053 3.9953 -1.0148
H 2.1610 3.2208 -2.4016
C 0.4934 2.0884 3.8320
Sb -0.2550 0.1637 3.4116
C -2.2810 0.1511 4.0054
C 0.7783 -1.1943 4.6456
H 0.1618 2.3638 4.8335
H 0.1210 2.8202 3.1166
H 1.5816 2.0621 3.8077
H -2.3133 0.1404 5.0945
H -2.7934 -0.7318 3.6261
H -2.7767 1.0508 3.6447
H 0.8164 -0.7503 5.6407
H 1.7869 -1.3417 4.2681
H 0.2454 -2.1405 4.6940
Se 1.9835 -2.5607 -0.4637
N 0.6338 -2.2086 0.8502
C 0.2972 -3.4018 1.3860
C -0.6883 -3.6368 2.3580
C -0.8774 -4.9289 2.7901
C -0.1374 -6.0420 2.2908
C 0.7946 -5.8653 1.3217
C 1.0205 -4.5337 0.8371
N 1.8676 -4.2751 -0.1286
H -1.2901 -2.8293 2.7557
H -1.6282 -5.1223 3.5472
H -0.3428 -7.0247 2.6930
H 1.3733 -6.6750 0.8973

Cartesian forces (eV/Å) of the 3 atoms listed first:
-0.3 0.4 -0.3
0.1 0.1 0.2
-0.2 0.1 -0.1

Output
DFT total energy ... -4212.21443 Ha
E_LUMO (alpha / beta) ... -13.697 / -13.697 eV
Spin multiplicity ... 1
Charge ... +4
ΔE to the lowest compared entry with this formula, charge and spin ... 2.757 eV
Gap between HOMO and LUMO (alpha / beta) ... 0.2350 / 0.2350 hartree



Entry 5:
Density functional theory data (wB97M-V/def2-TZVPD) for a molecular structure, C2H4BeF3NO4S in a non-equilibrium geometry.

Geometry (Å):
O 0.5006 0.8482 -1.2199
C 0.1604 2.1836 -0.9856
Be -0.3448 -0.0958 -1.4394
H 0.2233 2.4294 0.0887
H 0.8526 2.8692 -1.5016
H -0.8934 2.3825 -1.2501
O 1.5536 -0.8531 -0.7290
H 1.5114 0.4219 -0.7926
N 0.2659 -1.4073 -0.9712
S -0.4359 -1.9955 0.3394
O -1.8492 -2.2525 0.0488
O 0.3623 -3.0332 0.9945
C -0.4655 -0.6355 1.6338
F -1.3497 -0.9063 2.5800
F -0.8139 0.4969 1.0203
F 0.7223 -0.4524 2.1838

Cartesian forces (eV/Å) of the 3 atoms listed first:
2.6 10.3 -0.5
-0.4 2.2 0.6
-4.5 -5.5 -1.2

Output
DFT total energy ... -1146.70713 Ha
E_LUMO ... -1.593 eV
Spin multiplicity ... 1
ΔE to the lowest compared entry with this formula, charge and spin ... 1.627 eV
Gap between HOMO and LUMO ... 0.2865 hartree



Question: Number 4 is which compound?
Answer: C21H28N10O2SbSeTa



Question: Among the records above, which one has the lowest ΔE to the lowest compared entry with this formula, charge and spin?
Answer: C38H50BBiN10O5Sb2